Record 1
Density functional theory data (wB97M-V/def2-TZVPD) for 5 unconnected molecules or ions with the total composition C16H24Cl2O9 in a non-equilibrium geometry.

Geometry as XYZ:
```
51
Properties=species:S:1:pos:R:3:forces:R:3
O 2.427 -2.385 -1.072 -0.007 0.073 -0.139
C 1.308 -2.588 -0.677 0.012 -0.312 -0.450
C 0.112 -3.209 -1.417 0.235 0.981 1.113
C -0.829 -3.586 -0.281 -0.687 1.697 -0.007
C -0.454 -2.509 0.759 0.475 -0.396 -1.356
O 0.956 -2.265 0.575 0.230 -0.145 0.019
H -0.359 -2.406 -1.989 0.136 -0.109 -0.265
H 0.417 -4.017 -2.036 0.283 -0.496 -0.648
H -1.885 -3.410 -0.608 0.812 -0.728 0.543
H -0.596 -4.546 0.129 -0.254 -0.800 0.055
H -0.906 -1.582 0.512 -0.905 0.807 -0.115
H -0.583 -2.733 1.777 -0.350 -0.512 1.165
O -2.784 -1.532 -2.727 1.443 -1.220 -0.558
C -3.123 -0.883 -1.801 -2.627 0.684 0.767
C -3.937 0.423 -1.951 1.712 -0.457 0.162
C -3.908 0.932 -0.479 -0.565 0.035 -1.527
C -3.942 -0.353 0.291 0.490 -0.931 0.720
O -3.212 -1.346 -0.501 0.344 0.953 -0.784
H -3.356 1.054 -2.660 -0.693 -0.269 0.446
H -4.883 0.054 -2.446 0.650 0.826 0.906
H -2.943 1.403 -0.269 -0.476 0.221 -0.280
H -4.742 1.602 -0.319 -0.075 0.114 0.566
H -3.450 -0.268 1.275 -0.127 -0.126 -0.390
H -4.918 -0.799 0.430 -0.431 0.202 0.091
O -1.004 0.471 -0.889 1.500 1.548 0.315
C -0.215 1.407 -0.807 -2.652 -0.156 0.402
C 1.200 1.442 -1.185 0.421 -0.908 -1.385
C 1.445 2.935 -1.427 -0.995 0.272 -0.788
C 0.522 3.506 -0.286 1.336 0.239 -0.503
O -0.634 2.678 -0.411 0.292 -2.284 -0.102
H 1.833 1.028 -0.398 -0.049 0.277 0.329
H 1.305 0.680 -1.998 0.107 0.986 0.249
H 2.530 3.090 -1.569 -0.683 0.708 0.692
H 0.867 3.382 -2.314 1.186 -1.296 0.598
H 0.974 3.422 0.722 -0.441 0.297 -0.556
H 0.149 4.483 -0.584 0.394 0.278 0.604
O 2.836 2.641 1.773 1.922 -1.960 0.040
C 3.469 1.590 1.705 -1.507 0.914 -0.453
O 4.623 1.373 1.059 1.114 0.958 -0.490
C 4.868 -0.017 0.779 -0.834 -0.964 -0.253
C 3.779 -0.674 1.692 -0.176 0.758 -1.487
O 3.010 0.433 2.173 -0.708 0.178 0.123
H 4.699 -0.196 -0.348 0.112 0.236 1.861
H 5.870 -0.421 1.053 -0.512 1.095 -0.148
H 4.097 -1.159 2.576 0.762 -0.847 0.535
H 3.143 -1.271 1.057 -0.247 -0.482 0.258
Cl -0.834 -0.541 3.544 -0.470 -0.517 1.063
C -0.628 0.861 2.544 -1.365 -0.284 -1.350
Cl -1.913 2.153 2.711 0.884 -0.895 0.098
H 0.335 1.230 2.781 0.701 0.833 -0.112
H -0.735 0.425 1.532 0.283 0.922 0.424
```
Forces are in eV/Å.

Calculated values
Charge   0
Multiplicity   1
HOMO-LUMO gap   10.55 eV
F_max   2.8 eV/Å
SMILES string   O=C1CCCO1.O=C1CCCO1.O=C1CCCO1.O=C1OCCO1.ClCCl
Lowest unoccupied orbital energy   0.66 eV

=====

Record 2
Density functional theory data (wB97M-V/def2-TZVPD) for a molecular structure, C16H24Cl5N4Ru.

Geometry as XYZ:
```
50
Properties=species:S:1:pos:R:3:forces:R:3
Ru -0.419 -0.516 -0.420 -0.256 0.438 -0.148
C 0.453 -0.809 2.961 -0.005 -0.060 -0.004
C 1.413 -1.393 1.922 0.073 0.008 0.005
N 0.882 -1.896 0.601 0.159 0.002 0.004
C 0.442 -3.346 0.634 0.177 -0.125 -0.327
C -3.258 -3.397 2.001 0.182 0.409 0.159
N -0.829 -3.620 0.019 0.002 -0.210 0.171
C -2.239 -1.139 0.286 -0.120 0.406 -0.075
C -3.335 -0.995 -0.749 -0.048 -0.011 0.055
C -3.105 0.330 -1.516 0.094 0.010 0.005
N -1.834 0.982 -1.061 0.153 -0.204 -0.032
C -2.080 1.897 0.097 -0.118 -0.055 0.019
C -0.795 2.174 0.836 0.014 0.065 0.019
N -0.130 0.891 1.211 0.031 -0.043 -0.020
C -0.445 0.380 2.568 0.050 0.099 -0.008
H 1.123 -0.473 3.755 -0.025 -0.059 0.051
H -0.147 -1.591 3.432 -0.035 -0.015 -0.070
H 1.943 -2.219 2.398 0.058 0.034 0.010
H 2.181 -0.658 1.675 -0.030 0.023 -0.036
H 1.721 -1.896 0.023 -0.056 -0.020 -0.083
H 0.569 -3.742 1.646 -0.216 0.066 0.076
H 1.100 -3.931 -0.011 0.226 0.077 0.180
H -1.259 -2.556 1.883 0.056 -0.130 0.027
H -4.347 -3.307 1.993 -0.033 -0.252 -0.233
H -2.797 -3.507 -0.223 -0.114 0.103 -0.002
H -0.974 -1.797 -1.077 0.200 -0.246 -0.024
H -2.500 -0.707 1.253 0.024 -0.142 0.068
H -4.332 -1.018 -0.305 0.016 0.000 0.000
H -3.277 -1.816 -1.471 -0.003 -0.015 0.028
H -3.932 1.026 -1.374 -0.025 -0.041 0.009
H -3.023 0.134 -2.583 0.041 0.011 0.005
H -1.490 1.540 -1.841 0.059 0.049 0.064
H -2.801 1.405 0.752 -0.017 0.028 0.005
H -2.543 2.824 -0.244 0.004 0.004 -0.001
H -0.985 2.786 1.720 0.000 0.000 -0.007
H -0.105 2.728 0.197 -0.006 0.013 0.004
H 0.870 1.082 1.205 -0.010 0.009 0.082
H -1.498 0.115 2.586 -0.039 -0.019 0.091
H -0.328 1.185 3.296 0.033 0.027 -0.042
Cl -2.041 -2.975 0.804 -0.379 -0.188 -0.010
C -0.576 -1.939 -3.276 -0.018 0.080 -0.034
C -0.062 -1.110 -2.295 -0.072 -0.022 0.098
C 1.107 -0.405 -2.700 0.018 -0.035 -0.060
Cl 1.750 0.644 -1.458 -0.029 -0.071 -0.034
C 1.686 -0.511 -3.935 -0.007 -0.002 0.009
Cl 3.067 0.368 -4.342 -0.001 -0.002 -0.009
C 1.075 -1.405 -4.895 -0.010 0.008 0.023
Cl 1.732 -1.575 -6.402 0.010 -0.007 -0.018
C -0.110 -2.143 -4.530 -0.010 0.015 0.035
Cl -0.851 -3.200 -5.618 0.004 -0.008 -0.024
```
Forces are in eV/Å.

Calculated values
⟨S²⟩   6.04
Charge   +3
Multiplicity   5
Relative energy (zero: lowest compared OMol25 entry of this formula, charge and spin)   16.799 eV
HOMO-LUMO gap (alpha / beta)   9.15 / 5.68 eV
F_max   0.5 eV/Å
Lowest unoccupied orbital energy (alpha / beta)   -9.18 / -12.73 eV

=====

Record 3
Density functional theory data (wB97M-V/def2-TZVPD) for 3 unconnected molecules or ions with the total composition C16H24F6IN2O6 in a non-equilibrium geometry.

Geometry as XYZ:
```
55
Properties=species:S:1:pos:R:3:forces:R:3
C 4.408 1.370 5.267 0.226 -0.106 0.111
C 4.141 -0.065 4.891 0.852 -1.639 0.802
O 4.794 -0.967 5.406 -0.766 0.993 -0.534
N 3.094 -0.315 3.958 -0.870 1.240 -0.019
C 1.936 0.483 4.350 0.189 1.167 -0.843
C 1.160 -0.134 5.484 0.008 0.443 0.210
O 1.577 1.560 3.873 0.439 -1.892 0.437
C 3.560 0.016 2.513 0.540 0.082 -0.079
N 5.068 -0.008 2.529 -0.343 0.220 0.072
C 3.052 -1.103 1.617 -0.707 0.133 0.930
C 3.088 -2.586 2.070 0.569 0.294 -0.328
C 4.314 -2.991 2.857 -0.408 -0.651 -0.075
I 1.289 -3.221 3.108 -0.036 -0.067 -0.069
H 5.354 1.432 5.787 0.261 -0.083 0.111
H 3.635 1.712 5.948 -0.281 0.141 0.050
H 4.423 2.017 4.401 -0.245 0.078 -0.278
H 1.820 -0.424 6.295 0.215 -0.225 0.095
H 0.457 0.603 5.850 -0.191 0.184 0.110
H 0.611 -1.008 5.164 0.041 -0.311 -0.199
H 5.381 -0.532 1.724 0.201 -0.218 0.015
H 5.376 0.933 2.344 0.100 0.153 -0.096
H 3.606 -1.025 0.684 0.182 -0.116 -0.292
H 2.019 -0.885 1.357 -0.216 -0.013 -0.222
H 3.049 -3.203 1.182 -0.257 -0.181 -0.184
H 5.184 -2.601 2.344 0.286 0.209 0.075
H 4.392 -4.077 2.855 0.042 -0.218 0.066
H 4.288 -2.662 3.884 0.169 0.383 0.138
C -1.568 -0.453 -3.510 0.583 -0.121 -0.069
C -1.814 -1.742 -2.759 -0.431 0.203 -0.069
O -0.652 -2.589 -2.766 -0.022 -0.122 -0.040
C 0.270 -2.300 -1.852 -0.229 -0.054 -0.161
O 0.224 -1.424 -1.051 0.157 0.173 0.213
C 1.418 -3.318 -1.964 0.055 -0.016 -0.053
F 1.752 -3.519 -3.247 0.054 -0.021 -0.165
F 1.035 -4.493 -1.456 -0.084 -0.171 0.080
F 2.493 -2.908 -1.319 0.150 0.132 0.144
H -1.226 -0.663 -4.525 -0.080 -0.042 -0.015
H -2.473 0.130 -3.560 0.076 -0.158 0.012
H -0.799 0.145 -3.022 -0.046 -0.005 0.083
H -2.595 -2.326 -3.243 0.092 -0.102 -0.036
H -2.125 -1.553 -1.732 0.145 0.003 0.054
C -7.267 4.617 -5.349 0.227 0.004 -0.013
C -7.468 3.324 -4.590 -0.402 0.210 -0.089
O -6.271 2.524 -4.598 -0.007 -0.120 -0.025
C -5.356 2.848 -3.697 -0.215 -0.105 -0.127
O -5.419 3.721 -2.891 0.071 0.183 0.195
C -4.165 1.883 -3.811 0.141 -0.032 -0.082
F -3.815 1.691 -5.086 -0.028 0.008 -0.173
F -4.483 0.685 -3.292 -0.342 0.127 0.082
F -3.116 2.359 -3.163 0.057 0.150 0.189
H -6.925 4.414 -6.363 -0.073 -0.020 -0.025
H -8.204 5.171 -5.399 -0.029 -0.015 0.007
H -6.522 5.245 -4.863 -0.043 0.008 0.059
H -8.225 2.708 -5.069 0.093 -0.101 -0.033
H -7.780 3.505 -3.562 0.132 0.003 0.052
```
Forces are in eV/Å.

Calculated values
Charge   -1
Multiplicity   1
HOMO-LUMO gap   3.21 eV
F_max   2.0 eV/Å
Lowest unoccupied orbital energy   1.78 eV

=====

Record 4
Density functional theory data (wB97M-V/def2-TZVPD) for a molecular structure, C16H24N2NiO in a non-equilibrium geometry.

Geometry as XYZ:
```
44
Properties=species:S:1:pos:R:3:forces:R:3
C -1.255 -1.451 0.916 2.691 -4.895 0.503
C -1.879 -0.204 1.072 -1.735 4.653 -0.699
H -1.459 -1.820 -0.100 0.525 -0.447 0.707
H -1.620 -2.144 1.740 0.163 0.349 -1.289
H -0.133 -1.517 1.134 -1.180 0.128 -0.496
H -1.286 0.750 0.753 -0.942 -1.359 0.485
H -2.708 -0.243 0.336 -0.064 0.708 0.878
H -2.213 -0.031 2.095 -0.148 0.349 -0.194
C 2.170 -1.850 -1.019 0.046 0.939 0.026
C 3.328 -2.255 -1.664 0.125 0.152 -0.140
C 4.244 -1.289 -2.114 -0.444 -1.206 0.261
C 3.928 0.037 -1.951 -0.079 0.804 0.119
H 1.379 -2.539 -0.714 0.378 0.201 0.045
H 3.493 -3.316 -1.805 0.094 0.133 -0.092
H 5.172 -1.623 -2.586 -0.355 0.321 0.086
H 4.580 0.801 -2.336 0.173 0.149 -0.101
N 1.948 -0.549 -0.757 2.074 -0.362 -1.388
C 2.773 0.414 -1.268 -0.201 -2.108 0.097
C 2.291 1.773 -1.052 -1.056 1.544 0.436
N 1.076 1.847 -0.435 1.469 2.660 -1.269
C 0.469 3.034 -0.226 0.498 -0.880 -0.167
C 2.391 4.172 -1.112 -0.857 0.230 0.418
C 1.120 4.216 -0.508 0.232 0.160 -0.208
H -0.553 2.964 0.169 0.578 0.203 -0.022
H 0.630 5.151 -0.249 0.198 -0.097 -0.200
C 2.950 2.949 -1.426 -0.113 -0.406 0.149
H 3.896 2.892 -1.931 0.238 0.030 -0.074
H 2.900 5.111 -1.320 -0.002 -0.289 -0.073
Ni 0.623 0.246 0.269 -4.248 -2.498 -0.370
C 0.828 0.262 2.164 1.336 0.656 0.932
H 0.870 1.342 2.424 0.163 -0.650 0.402
H 1.842 -0.196 2.195 -0.487 0.335 0.854
H 0.090 -0.282 2.783 0.575 0.367 -0.255
C -1.624 -0.339 -4.162 0.168 -0.433 -0.817
C -1.735 -0.259 -2.649 -1.125 -0.114 -0.296
C -2.620 -1.438 -2.187 -0.007 0.084 -0.837
O -0.503 -0.231 -2.130 1.541 0.117 1.768
H -1.043 -1.259 -4.397 -0.383 0.456 0.005
H -1.037 0.510 -4.539 -0.211 -0.125 0.069
H -2.604 -0.381 -4.675 0.380 0.050 0.133
H -2.366 0.631 -2.439 0.093 0.408 0.177
H -2.101 -2.363 -2.441 -0.047 -0.228 0.038
H -2.832 -1.427 -1.135 -0.145 0.032 0.418
H -3.588 -1.406 -2.702 0.092 -0.120 -0.015
```
Forces are in eV/Å.

Calculated values
⟨S²⟩   2.01
Charge   0
Multiplicity   3
Relative energy (zero: lowest compared OMol25 entry of this formula, charge and spin)   0.000 eV
HOMO-LUMO gap (alpha / beta)   5.78 / 5.45 eV
F_max   5.6 eV/Å
Lowest unoccupied orbital energy (alpha / beta)   -0.86 / -1.01 eV

=====

Question: Which value of charge does entry 1 give?
Answer: 0

=====

Question: What is the multiplicity in the second record?
Answer: 5